Record 1
{
  "formula": "C6H11NO4P",
  "method": "ωB97M-V/def2-TZVPD",
  "elements": ["C", "C", "C", "C", "C", "C", "N", "O", "O", "O", "O", "P", "H", "H", "H", "H", "H", "H", "H", "H", "H", "H", "H"],
  "positions_angstrom": [[-3.5504, -0.1617, 0.8001], [-3.3544, 1.0191, 0.2158], [-0.5447, 0.0494, -0.1706], [2.0685, 0.0196, 2.0935], [-2.5887, 0.9967, -1.1116], [1.7817, -0.3022, 0.7171], [0.6499, 0.5141, 0.2017], [3.4708, 2.0741, -0.0868], [-1.0715, -1.0439, 0.0146], [4.8484, -0.1535, -0.0803], [-1.1790, 1.1364, -0.7030], [3.5904, 0.6225, -0.3743], [-4.0354, -0.1160, 1.7970], [-3.2561, -0.9862, 0.2956], [-3.8022, 1.9486, 0.5324], [1.2337, 0.3462, 2.7804], [2.7956, 0.9601, 2.1088], [2.6549, -0.7158, 2.4912], [-2.7996, 1.9293, -1.8134], [-2.7869, 0.0919, -1.6842], [1.4451, -1.2547, 0.4914], [0.8952, 1.3766, -0.2629], [2.9128, 0.4241, -1.5764]],
  "e_tot_ha": -932.34242,
  "spin_multiplicity": 1,
  "homo_lumo_gap_ev": 7.48,
  "charge": -1
}

---

Record 2
{
  "formula": "C6H9N",
  "method": "ωB97M-V/def2-TZVPD",
  "elements": ["C", "C", "C", "C", "C", "C", "N", "H", "H", "H", "H", "H", "H", "H", "H", "H"],
  "positions_angstrom": [[1.7131, 0.8331, -0.0846], [1.0954, -0.3518, 0.5855], [-0.3855, -0.3835, 0.9559], [-0.9834, -1.1593, -0.2980], [-0.4956, 0.0995, -0.9862], [-0.9548, 0.8817, 0.2783], [0.9805, -0.1365, -0.8840], [2.7840, 0.7931, -0.2882], [1.3361, 1.8432, 0.0360], [1.7521, -1.1370, 0.9526], [-0.8512, -1.0484, 1.6513], [-0.5243, -2.1223, -0.5477], [-2.0776, -1.2725, -0.2271], [-0.8136, 0.3455, -1.9913], [-0.5403, 1.8832, 0.4467], [-2.0349, 0.9320, 0.4007]],
  "e_tot_ha": -288.65395,
  "spin_multiplicity": 1,
  "homo_lumo_gap_ev": 10.12,
  "charge": 0
}

---

Record 3
{
  "formula": "C8H15NOS2",
  "method": "ωB97M-V/def2-TZVPD",
  "elements": ["O", "S", "S", "N", "C", "C", "C", "C", "C", "C", "C", "C", "H", "H", "H", "H", "H", "H", "H", "H", "H", "H", "H", "H", "H", "H", "H"],
  "positions_angstrom": [[-2.0555, -0.2557, -1.5629], [-0.1205, -3.8485, -1.5594], [1.3837, -2.4059, -1.3067], [-0.1256, 1.0978, 0.5099], [-1.5204, 1.1395, 0.9667], [0.5857, 2.1587, 1.3899], [1.9285, 1.5244, 1.5584], [-1.3068, -2.6089, -2.0395], [2.0180, 0.5145, 0.3094], [0.3222, -0.9356, -0.9697], [-1.1962, -1.3486, -1.1551], [0.6866, -0.1484, 0.2707], [-1.9352, 0.5085, -1.0284], [-1.8151, 1.9488, 1.6868], [-1.6934, 0.2594, 1.6741], [-2.2862, 1.2448, 0.1801], [0.1962, 2.1898, 2.4132], [0.5946, 3.1289, 0.7991], [2.0295, 1.0219, 2.5500], [2.7721, 2.1752, 1.2949], [-2.3154, -3.0906, -2.0067], [-1.0070, -2.3795, -3.0962], [2.2393, 1.0395, -0.6285], [2.8120, -0.2816, 0.5029], [0.6130, -0.1965, -1.7764], [-1.4970, -1.5963, -0.1270], [0.6928, -0.8555, 1.1505]],
  "e_tot_ha": -1240.11995,
  "spin_multiplicity": 1,
  "homo_lumo_gap_ev": 8.71,
  "charge": 0,
  "smiles": "CN1CCC[C@@H]1[C@H]1SSC[C@@H]1O"
}

---

HOMO energy readings, ordered: -4.26 -8.96 -8.07 eV